[1]
C11H47BrF2NO23PS | ωB97M-V/def2-TZVPD

XYZ file:
```
87
Properties=species:S:1:pos:R:3:forces:R:3:lowdin_charge:R:1
N 4.843 3.495 1.716 0.8 2.4 0.3 0.176
O -4.546 -1.544 -0.101 -0.5 -0.5 2.7 -0.260
F -3.642 1.146 0.935 -0.5 -0.7 0.4 0.105
F -4.153 2.070 -0.923 -0.2 0.3 -0.5 0.080
Br -2.522 1.364 -3.566 0.0 -0.1 0.6 0.900
C 4.456 2.451 1.548 -1.4 -3.8 -0.6 -0.147
O -5.446 -0.237 -1.926 2.0 1.3 -0.3 -0.124
O -3.115 -1.532 -1.970 -1.1 3.2 -0.7 -0.176
S 2.419 1.481 -1.143 3.0 -0.1 -0.1 1.162
C 1.369 1.112 1.180 0.1 -0.6 -0.7 -0.005
C 2.576 1.200 0.581 -0.9 0.3 0.2 -0.469
C -0.100 1.448 -2.232 1.1 -0.7 1.6 -0.136
C -0.994 1.096 0.328 -5.6 -0.8 1.7 -0.010
C -1.424 1.255 -1.992 -1.9 0.5 0.2 -0.553
C 0.778 1.335 -1.126 -1.1 0.7 -1.3 -0.534
C 0.313 1.200 0.154 2.5 -0.6 1.7 -0.289
C -1.984 1.127 -0.658 2.4 0.4 -2.0 -0.150
C 3.880 1.072 1.310 0.6 1.3 -1.0 -0.132
C -3.469 1.041 -0.392 1.3 -0.1 -0.5 -0.517
P -4.140 -0.581 -1.106 0.2 -1.9 0.0 0.578
H -5.654 -1.145 -2.121 -1.5 -1.8 -1.1 0.017
H -2.449 -1.759 -1.282 0.4 -0.7 0.1 -0.015
H 1.318 0.832 2.251 -0.6 0.5 -0.8 0.130
H 0.333 1.606 -3.186 0.0 0.1 -0.9 0.094
H -1.386 0.909 1.322 0.2 0.3 0.3 0.126
H 4.532 0.497 0.629 0.1 0.0 0.7 0.101
H 3.734 0.583 2.269 0.1 -0.2 -0.1 0.106
O -6.270 -2.688 -2.774 -0.5 -1.0 -1.8 -0.080
H -6.951 -2.494 -3.497 1.6 -0.6 1.4 0.110
H -5.756 -3.518 -3.040 -1.1 1.8 0.5 0.115
O 6.936 -1.245 0.913 3.1 1.1 0.8 -0.097
H 7.061 -0.355 1.379 0.0 -1.9 -1.0 0.126
H 7.850 -1.623 0.704 -1.8 0.9 0.7 0.130
O -0.243 4.351 -0.791 -1.6 -1.1 0.5 -0.097
H -1.101 4.592 -0.311 1.8 -0.9 -1.1 0.079
H -0.293 3.375 -1.054 -0.3 2.2 0.7 0.019
O 5.581 0.700 -2.397 1.7 1.8 0.1 -0.120
H 5.406 1.675 -2.193 0.6 -2.1 -0.4 0.087
H 6.579 0.541 -2.349 -2.0 0.8 -0.1 0.098
O -3.869 -3.734 1.427 -1.0 0.8 1.5 -0.142
H -4.136 -2.801 1.139 0.2 -1.6 0.5 0.008
H -4.382 -3.962 2.269 1.0 0.8 -2.0 0.064
O 7.288 4.712 1.270 -1.0 1.0 -1.4 -0.162
H 6.360 4.310 1.243 1.6 1.2 0.1 -0.039
H 7.305 5.510 0.649 -0.3 -1.9 1.4 0.058
O 1.178 0.058 5.372 -1.9 0.5 -0.1 -0.139
H 0.888 -0.431 4.535 0.3 0.8 1.5 -0.022
H 0.363 0.502 5.775 1.8 -1.0 -1.0 0.052
O 4.502 -1.988 1.822 1.0 0.9 0.5 -0.142
H 5.384 -1.799 1.363 -2.2 -0.5 1.5 -0.007
H 4.546 -1.607 2.758 0.4 -1.0 -1.6 -0.005
O 0.402 -1.314 3.251 -1.1 -1.5 -2.0 -0.094
H 0.816 -1.478 2.342 -0.9 0.2 1.9 0.098
H -0.465 -1.833 3.300 1.9 1.0 -0.3 0.112
O 1.868 0.051 -4.783 0.1 -1.9 -0.3 -0.112
H 1.220 -0.561 -5.262 1.9 1.0 1.1 0.054
H 2.658 -0.503 -4.478 -1.9 0.9 -0.8 0.079
O -2.506 -3.368 -4.122 -0.5 1.7 -0.4 -0.127
H -2.370 -2.665 -3.407 -0.7 -1.1 -1.7 0.025
H -2.986 -2.937 -4.901 1.1 -0.6 2.0 0.065
O -6.984 -0.350 1.019 -2.0 0.9 -0.1 -0.125
H -7.561 -0.834 0.344 0.9 1.0 1.8 0.051
H -7.575 0.281 1.544 1.0 -1.5 -1.4 0.072
O -1.391 -2.095 -0.266 2.7 -0.3 1.5 -0.046
H -1.033 -2.954 0.130 -0.9 1.8 -0.9 0.132
H -0.684 -1.380 -0.162 -1.3 -1.6 -0.2 0.095
O -7.130 -2.992 0.211 -0.2 0.7 -1.9 -0.125
H -6.306 -2.439 0.018 -1.3 -1.1 0.2 0.009
H -7.676 -3.051 -0.639 1.6 0.1 1.7 0.059
O 5.734 1.466 4.364 -0.1 0.6 2.0 -0.094
H 6.463 1.563 5.059 -1.7 0.1 -1.3 0.110
H 4.856 1.733 4.789 1.9 -0.3 -0.6 0.111
O 4.881 -1.075 4.345 0.9 0.2 2.1 -0.119
H 5.337 -0.172 4.374 -0.6 -1.4 0.2 0.006
H 5.011 -1.522 5.243 -0.3 1.1 -2.0 0.100
O -1.959 1.555 3.850 -1.0 -1.4 1.1 -0.111
H -1.561 0.821 4.421 -1.2 1.5 -1.2 0.048
H -2.966 1.517 3.945 2.2 -0.2 0.0 0.077
O -7.187 1.617 -2.672 0.4 0.1 1.7 -0.136
H -7.284 2.200 -1.851 0.4 -1.6 -1.7 0.064
H -6.556 0.859 -2.447 -1.3 2.0 -0.1 -0.006
O -1.372 0.379 -6.320 1.3 -1.7 -0.6 -0.167
H -0.769 -0.099 -5.662 -1.4 0.9 -1.6 0.025
H -1.271 -0.068 -7.222 0.0 0.8 2.1 0.075
O 5.201 -1.538 -0.990 1.3 0.6 -0.6 -0.141
H 6.016 -1.603 -0.394 -1.8 0.5 -1.7 -0.007
H 5.371 -0.815 -1.678 -0.4 -1.5 1.7 -0.006
```
Forces are in eV/Å.

The value obtained for the gap between HOMO and LUMO is 8.7149 eV.

***

[2]
C11H48N12O13 | ωB97M-V/def2-TZVPD

XYZ file:
```
84
Properties=species:S:1:pos:R:3:forces:R:3:lowdin_charge:R:1
C -0.995 5.237 -0.876 1.4 -0.6 -0.7 -0.148
O -1.599 3.983 -1.030 -0.5 -1.0 -0.4 -0.121
H -1.502 6.072 -1.299 -1.1 0.6 0.1 0.076
H -0.719 5.336 0.158 0.0 0.5 0.4 0.060
H -0.102 5.190 -1.509 0.3 0.1 0.5 0.048
H -2.531 4.014 -1.244 -0.1 0.3 0.1 0.085
C 3.585 -4.340 -1.493 -0.5 0.9 -2.4 -0.111
O 2.676 -3.222 -1.721 0.9 0.6 1.8 -0.172
H 3.473 -4.888 -2.442 0.3 -0.3 0.5 0.084
H 4.577 -3.893 -1.494 0.3 -0.5 0.4 0.075
H 3.354 -4.997 -0.674 -0.2 0.1 0.6 0.073
H 3.013 -2.537 -1.084 -0.9 -0.8 -0.7 0.039
C 1.016 -3.790 2.616 0.9 0.3 1.4 -0.102
O 0.973 -2.507 2.033 -0.6 0.5 -1.0 -0.171
H 2.018 -3.994 3.010 0.0 0.0 -0.1 0.088
H 0.402 -3.624 3.496 -0.5 -1.0 0.1 0.076
H 0.754 -4.618 1.972 -0.5 0.1 -0.3 0.065
H 1.826 -2.158 1.787 1.0 -0.4 -0.2 0.018
C 3.143 0.429 -2.134 -1.5 0.8 0.9 -0.079
O 2.461 1.448 -1.303 0.8 -0.8 -0.5 -0.178
H 3.153 -0.523 -1.582 0.0 0.3 -0.5 0.057
H 2.544 0.371 -3.052 0.4 -0.4 0.1 0.077
H 4.137 0.774 -2.342 0.5 0.1 -0.1 0.072
H 2.124 0.960 -0.539 -0.3 0.0 0.0 0.022
C 1.461 4.697 -3.642 0.3 -1.1 -1.1 -0.122
O 2.051 3.400 -3.923 -0.3 0.3 0.1 -0.150
H 1.879 5.051 -2.729 0.4 0.7 0.6 0.063
H 1.743 5.336 -4.504 -0.5 -0.2 0.7 0.092
H 0.379 4.596 -3.487 0.2 0.1 -0.4 0.065
H 2.393 3.057 -3.090 -0.1 -0.1 0.0 0.041
C -1.194 0.662 -2.729 -0.4 -0.1 -0.2 -0.556
O -1.300 0.053 -1.623 -0.4 0.6 -1.8 -0.069
N -0.028 1.310 -2.995 0.9 0.2 -0.7 0.171
N -2.218 0.713 -3.689 2.7 0.3 1.1 0.172
H 0.653 1.246 -2.235 -0.2 0.2 -0.4 0.060
H 0.392 1.652 -3.901 -1.3 -0.5 1.4 0.129
H -3.094 0.435 -3.322 -1.2 -0.2 0.1 0.032
H -2.173 1.499 -4.327 -0.2 -0.3 0.2 0.101
C -4.242 -1.032 0.813 0.8 2.0 -0.1 -0.717
O -4.904 -1.542 -0.058 -0.8 -1.2 -1.1 0.027
N -4.668 -0.887 2.090 -2.2 -0.7 0.7 0.153
N -3.112 -0.332 0.611 1.8 0.4 -1.2 0.169
H -4.102 -0.755 2.919 -0.2 -0.1 -0.3 0.075
H -5.674 -1.085 2.134 1.0 -0.1 0.7 0.120
H -2.968 0.353 1.311 0.3 0.6 0.3 0.060
H -2.609 -0.127 -0.283 -0.9 -0.7 0.7 0.084
C 3.987 -0.511 1.342 0.7 1.1 0.4 -0.666
O 3.403 -1.490 0.885 0.1 -0.1 -0.2 0.018
N 3.393 0.380 2.139 -1.2 0.7 1.2 0.190
N 5.258 -0.157 1.048 -0.1 -1.1 -2.2 0.180
H 3.686 1.330 2.421 0.0 -1.3 -0.7 0.143
H 2.437 0.124 2.251 -0.7 0.4 0.7 0.086
H 5.946 0.192 1.646 0.6 0.7 1.1 0.090
H 5.565 -0.606 0.213 0.7 -0.4 -0.2 0.102
C -1.575 -0.905 4.158 0.0 -0.7 -1.9 -0.650
O -1.476 -1.932 4.789 0.5 0.0 0.3 0.052
N -2.404 0.112 4.557 -0.3 0.8 -0.2 0.146
N -1.007 -0.711 2.886 -0.1 -0.2 2.0 0.165
H -2.441 0.965 4.039 0.2 0.3 -0.3 0.079
H -2.566 0.261 5.527 -0.1 -0.4 0.6 0.099
H -1.331 0.032 2.319 -0.3 0.5 -0.5 0.014
H -0.626 -1.505 2.392 0.1 -0.1 0.2 0.067
C -0.863 -4.185 -0.615 -1.7 -0.7 -0.5 -0.607
O -0.191 -5.148 -0.254 0.1 1.2 -0.4 0.003
N -2.206 -4.114 -0.192 0.1 1.6 -0.5 0.139
N -0.501 -3.266 -1.644 0.5 -0.5 1.6 0.151
H -2.517 -4.770 0.502 0.4 -0.1 0.0 0.088
H -2.860 -3.310 -0.332 1.2 -1.0 -0.1 0.092
H 0.519 -3.279 -1.756 -0.3 -0.1 0.0 0.062
H -0.838 -2.312 -1.519 -0.3 -0.4 -0.1 0.053
C -0.589 2.970 2.215 -1.4 -0.5 -0.3 -0.651
O -1.194 4.021 2.095 0.7 0.1 0.0 0.032
N -0.052 2.543 3.413 0.3 -1.6 1.4 0.127
N -0.518 2.007 1.214 0.4 0.4 1.3 0.165
H -0.126 1.528 3.609 0.4 0.8 -0.6 0.068
H -0.294 3.010 4.281 -0.1 0.6 -0.7 0.100
H -0.647 2.380 0.287 -0.1 -0.2 -0.3 0.077
H 0.093 1.199 1.378 -0.3 0.7 -0.8 0.057
O -4.959 0.261 -2.698 0.3 -0.2 0.2 -0.063
H -5.162 -0.471 -2.081 -0.2 0.5 -0.3 0.039
H -5.750 0.631 -3.104 -0.1 -0.4 0.4 0.046
O 0.746 -0.375 0.082 0.0 -0.2 -0.5 -0.058
H 0.271 -0.763 -0.682 -0.1 0.9 0.3 0.034
H 0.945 -1.155 0.596 0.2 -0.5 0.4 -0.001
```
Forces are in eV/Å.

The value obtained for the gap between HOMO and LUMO is 9.5028 eV.

***

| no. | total energy (Ha) |
| --- | --- |
| 1 | -5745.86796 |
| 2 | -2083.27084 |